ORCA calculation (ωB97M-V/def2-TZVPD) on 2 unconnected molecules or ions with the total composition C4H12N3 in a non-equilibrium geometry.

For the HOMO-LUMO gap (alpha / beta), the calculation gives 8.3192 / 8.3223 eV. Its HOMO energy (alpha / beta) is -13.415 / -13.415 eV. Its LUMO energy (alpha / beta) is -5.095 / -5.093 eV.

Geometry as ORCA input:
```
! RIJCOSX wB97M-V def2-TZVPD def2/J DEFGRID3
* xyz 1 1
C -2.653 -0.318 0.327
C 1.856 0.576 0.381
C -0.124 1.842 -0.278
C 0.913 -2.405 -0.430
N -1.378 -1.043 0.003
N 0.417 0.528 0.122
N -0.247 -0.637 0.125
H -3.095 -0.267 -0.702
H -2.312 0.563 0.841
H -3.337 -1.002 0.791
H 2.327 -0.393 0.032
H 2.117 1.380 -0.326
H 2.201 0.813 1.369
H -1.002 1.715 -0.918
H -0.313 2.631 0.637
H 0.553 2.295 -0.969
H 0.965 -2.231 -1.577
H 0.130 -3.023 -0.096
H 1.765 -2.260 0.084
*
```

ORCA calculation (ωB97M-V/def2-TZVPD) on 2 unconnected molecules or ions with the total composition C4H12N3 in a non-equilibrium geometry.

For the HOMO-LUMO gap, the calculation gives 9.2615 eV. Its HOMO energy is -12.340 eV. Its LUMO energy is -3.079 eV.

Geometry as ORCA input:
```
! RIJCOSX wB97M-V def2-TZVPD def2/J DEFGRID3
* xyz 1 1
C 1.733 0.921 -0.680
C 2.543 1.974 -0.868
N 0.573 0.987 0.172
H 1.955 -0.066 -1.071
H 3.401 1.959 -1.532
H 2.362 2.875 -0.285
H 0.506 0.137 0.830
H 0.596 1.878 0.746
H -0.284 0.917 -0.400
C -2.085 -0.964 0.060
C -1.240 -1.821 0.707
N -0.023 -1.445 1.331
N -1.691 -0.032 -0.953
H -3.169 -0.990 0.279
H -1.578 -2.822 0.947
H 0.612 -2.251 1.472
H -0.342 -1.184 2.240
H -2.460 0.522 -1.221
H -1.407 -0.593 -1.776
*
```

ORCA calculation (ωB97M-V/def2-TZVPD) on a gas-phase ion, C4H12N3 (charge +1) in a non-equilibrium geometry.

For the HOMO-LUMO gap, the calculation gives 9.0681 eV. Its HOMO energy is -12.591 eV. Its LUMO energy is -3.522 eV. Its SMILES is NCC/C(N)=C/[NH3+].

Geometry as ORCA input:
```
! RIJCOSX wB97M-V def2-TZVPD def2/J DEFGRID3
* xyz 1 1
C 1.749 -0.152 0.529
C 0.764 -0.580 -0.546
C -0.636 -0.027 -0.535
C -1.570 -0.683 0.149
N -2.802 0.020 0.546
N -0.871 1.368 -0.748
N 3.153 -0.188 0.151
H 1.728 -0.822 1.409
H 1.438 0.820 0.947
H 0.716 -1.673 -0.573
H 1.238 -0.302 -1.499
H -1.411 -1.600 0.696
H -2.672 0.349 1.507
H -2.969 0.836 -0.046
H -3.652 -0.531 0.605
H -0.684 1.713 -1.686
H -0.203 1.862 -0.163
H 3.411 0.633 -0.371
H 3.274 -1.041 -0.370
*
```

ORCA calculation (ωB97M-V/def2-TZVPD) on a gas-phase ion, C4H12N3 (charge +1) in a non-equilibrium geometry.

For the HOMO-LUMO gap, the calculation gives 9.3818 eV. Its HOMO energy is -12.791 eV. Its LUMO energy is -3.409 eV. Its SMILES is N/C=C(\[NH3+])CCN.

Geometry as ORCA input:
```
! RIJCOSX wB97M-V def2-TZVPD def2/J DEFGRID3
* xyz 1 1
C 1.399 -0.472 -1.044
C 0.373 0.623 -0.781
C -0.554 0.284 0.353
C -0.507 0.723 1.604
N -1.507 0.353 2.539
N -1.660 -0.661 0.076
N 2.188 -0.109 -2.262
H 2.129 -0.479 -0.233
H 0.899 -1.420 -1.237
H 0.738 1.629 -0.583
H -0.188 0.706 -1.719
H 0.141 1.560 1.826
H -1.734 1.130 3.140
H -1.280 -0.489 3.045
H -1.389 -1.647 0.055
H -2.300 -0.488 0.885
H -2.140 -0.458 -0.797
H 2.254 -0.888 -2.884
H 3.140 0.103 -1.981
*
```

ORCA calculation (ωB97M-V/def2-TZVPD) on a gas-phase ion, C4H12N3 (charge +1) in a non-equilibrium geometry.

For the HOMO-LUMO gap, the calculation gives 9.2073 eV. Its HOMO energy is -12.315 eV. Its LUMO energy is -3.108 eV. Its SMILES is N/C=C(\[NH3+])CCN.

Geometry as ORCA input:
```
! RIJCOSX wB97M-V def2-TZVPD def2/J DEFGRID3
* xyz 1 1
C -1.178 0.825 1.218
C 0.340 1.034 1.039
C 0.970 -0.070 0.167
C 1.364 0.145 -1.109
N 0.989 -0.519 -2.231
N 0.475 -1.414 0.579
N -1.753 0.023 0.085
H -1.470 0.325 2.128
H -1.621 1.810 1.085
H 0.575 1.959 0.534
H 0.804 0.908 2.019
H 1.999 1.008 -1.288
H 1.500 -0.314 -3.079
H 0.391 -1.318 -2.324
H 0.572 -1.581 1.564
H -0.574 -1.347 0.327
H 0.868 -2.190 0.064
H -2.747 0.215 -0.006
H -1.502 0.501 -0.771
*
```

ORCA calculation (ωB97M-V/def2-TZVPD) on a gas-phase ion, C4H12N3 (charge +1) in a non-equilibrium geometry.

For the HOMO-LUMO gap, the calculation gives 9.4569 eV. Its HOMO energy is -13.210 eV. Its LUMO energy is -3.753 eV. Its SMILES is C/N=C(/C)N(C)[NH3+].

Geometry as ORCA input:
```
! RIJCOSX wB97M-V def2-TZVPD def2/J DEFGRID3
* xyz 1 1
C -0.603 0.654 -0.082
C -0.255 2.034 0.295
C -2.344 -0.764 -0.971
C 0.498 -0.949 1.302
N -1.696 0.398 -0.577
N 0.458 -0.479 -0.033
N 1.726 -0.142 -0.628
H -1.032 2.385 0.982
H 0.695 2.047 0.830
H -0.157 2.709 -0.570
H -1.684 -1.377 -1.571
H -3.311 -0.380 -1.378
H -2.556 -1.113 -0.005
H 1.284 -1.615 1.426
H 0.540 -0.259 2.003
H -0.484 -1.441 1.477
H 1.567 0.562 -1.273
H 2.183 -0.919 -1.019
H 2.394 0.355 0.040
*
```

ORCA calculation (ωB97M-V/def2-TZVPD) on a gas-phase ion, C4H12N3 (charge +1) in a non-equilibrium geometry.

For the HOMO-LUMO gap, the calculation gives 6.4469 eV. Its HOMO energy is -12.907 eV. Its LUMO energy is -6.460 eV. Its SMILES is NCCC(=[NH2+])CN.

Geometry as ORCA input:
```
! RIJCOSX wB97M-V def2-TZVPD def2/J DEFGRID3
* xyz 1 1
C -1.613 1.043 0.193
C -0.356 0.613 -0.631
C 0.291 -0.615 -0.090
C 1.852 -0.603 -0.349
N 2.807 -1.522 0.294
N -0.875 -1.588 0.519
N -2.080 2.387 0.014
H -1.258 0.945 1.277
H -2.392 0.177 -0.134
H 0.458 1.504 -0.570
H -0.838 0.522 -1.622
H 2.033 -0.633 -1.543
H 2.004 0.341 0.209
H 3.461 -1.272 1.041
H 2.733 -2.551 0.119
H -1.118 -2.385 -0.031
H -0.589 -2.029 1.360
H -1.801 3.004 0.634
H -2.719 2.662 -0.691
*
```

ORCA calculation (ωB97M-V/def2-TZVPD) on a gas-phase ion, C4H12N3 (charge +1) in a non-equilibrium geometry.

For the HOMO-LUMO gap, the calculation gives 10.5085 eV. Its HOMO energy is -13.376 eV. Its LUMO energy is -2.867 eV. Its SMILES is N/C=C(\[NH3+])CCN.

Geometry as ORCA input:
```
! RIJCOSX wB97M-V def2-TZVPD def2/J DEFGRID3
* xyz 1 1
C -1.319 1.589 -0.227
C -0.623 0.866 0.931
C 0.322 -0.190 0.451
C 1.620 -0.276 0.690
N 2.427 -1.337 0.240
N -0.306 -1.221 -0.369
N -1.860 0.608 -1.244
H -0.612 2.254 -0.716
H -2.159 2.206 0.086
H -0.020 1.569 1.504
H -1.364 0.453 1.621
H 2.022 0.453 1.389
H 2.967 -1.094 -0.589
H 3.141 -1.610 0.898
H -1.002 -1.722 0.178
H 0.387 -1.891 -0.690
H -2.848 0.507 -1.043
H -1.792 1.006 -2.170
H -0.904 -0.618 -1.086
*
```

ORCA calculation (ωB97M-V/def2-TZVPD) on a gas-phase ion, C4H12N3S (charge +1) in a non-equilibrium geometry.

For the HOMO-LUMO gap, the calculation gives 9.4470 eV. Its HOMO energy is -12.772 eV. Its LUMO energy is -3.325 eV. Its SMILES is NC[NH2+]/C(=C\S)CN.

Geometry as ORCA input:
```
! RIJCOSX wB97M-V def2-TZVPD def2/J DEFGRID3
* xyz 1 1
C -1.762 -0.541 -0.216
C -0.294 -0.722 -0.101
C 0.639 -1.897 -0.445
C 0.608 1.585 -0.436
N 1.731 -2.093 0.546
N 0.076 2.801 0.002
N 0.333 0.413 0.556
S -2.583 0.900 0.279
H -2.216 -1.204 -0.805
H 0.860 -1.860 -1.473
H 0.001 -2.754 -0.292
H 0.065 1.186 -1.280
H 1.646 1.541 -0.604
H 1.762 -3.077 0.794
H 2.632 -1.870 0.167
H -0.965 2.786 0.019
H 0.437 3.458 0.710
H 1.192 0.026 0.974
H -0.301 0.910 1.159
H -3.861 0.414 0.445
*
```

ORCA calculation (ωB97M-V/def2-TZVPD) on 2 unconnected molecules or ions with the total composition C4H12N4 in a non-equilibrium geometry.

For the HOMO-LUMO gap (alpha / beta), the calculation gives 7.4065 / 7.4018 eV. Its HOMO energy (alpha / beta) is -6.798 / -6.795 eV. Its LUMO energy (alpha / beta) is 0.609 / 0.606 eV.

Geometry as ORCA input:
```
! RIJCOSX wB97M-V def2-TZVPD def2/J DEFGRID3
* xyz 0 1
C -1.880 1.335 -0.073
C -2.819 -0.969 0.394
N 2.463 -0.633 -0.495
N 0.852 0.003 0.441
N 2.986 0.022 -1.552
N 3.235 -0.519 0.610
C -1.604 -0.097 0.279
C -0.360 -0.616 0.442
H 0.784 0.999 0.228
H 2.489 -0.180 -2.407
H 3.247 1.001 -1.421
H 3.706 0.383 0.731
H 2.544 -0.626 1.381
H -0.283 -1.674 0.680
H -2.323 1.412 -1.072
H -2.602 1.774 0.623
H -3.395 -0.971 -0.539
H -3.499 -0.603 1.172
H -2.555 -1.999 0.634
H -0.985 1.957 -0.055
*
```

ORCA calculation (ωB97M-V/def2-TZVPD) on a molecular structure, C4H12N4 in a non-equilibrium geometry.

For the HOMO-LUMO gap, the calculation gives 8.0080 eV. Its HOMO energy is -7.087 eV. Its LUMO energy is 0.921 eV.

Geometry as ORCA input:
```
! RIJCOSX wB97M-V def2-TZVPD def2/J DEFGRID3
* xyz 0 1
C 0.976 1.028 1.682
N 2.183 -0.581 -0.989
N 1.137 0.129 -0.470
N 1.051 -0.197 0.913
H 2.350 -1.464 -0.508
H 2.158 -0.660 -1.999
H 1.721 0.989 2.484
H 0.020 1.214 2.206
H 1.146 1.963 1.129
C -1.212 0.569 -1.609
N -1.655 -0.391 1.145
C -0.616 -0.943 0.435
C -0.425 -0.553 -0.978
H -2.012 -0.884 1.953
H -1.968 0.536 0.891
H -0.366 -1.963 0.703
H -0.265 -1.403 -1.641
H -0.819 0.791 -2.604
H -1.129 1.490 -1.024
H -2.276 0.330 -1.722
*
```

ORCA calculation (ωB97M-V/def2-TZVPD) on a single C4H12N4 molecule in a non-equilibrium geometry.

For the HOMO-LUMO gap, the calculation gives 8.7538 eV. Its HOMO energy is -7.751 eV. Its LUMO energy is 1.002 eV. Its SMILES is CN/N=C(/C)NNC.

Geometry as ORCA input:
```
! RIJCOSX wB97M-V def2-TZVPD def2/J DEFGRID3
* xyz 0 1
C 1.107 -1.887 0.791
C 0.470 0.801 0.020
C 0.912 2.387 0.268
C -2.779 -0.031 -0.052
H 0.538 -1.283 1.371
H 2.055 -1.554 1.231
H 1.309 -3.049 0.883
H 0.763 -1.859 -1.397
H 2.316 0.423 -1.019
H 0.122 2.773 0.854
H 2.009 2.300 0.643
H 1.018 3.072 -0.783
H -1.339 -0.868 -1.400
H -2.977 -0.095 0.965
H -3.286 -0.792 -0.565
H -2.811 1.116 -0.380
N 1.340 -1.204 -0.631
N 1.420 0.147 -0.758
N -0.683 0.276 0.303
N -1.504 -0.674 -0.344
*
```

ORCA calculation (ωB97M-V/def2-TZVPD) on 2 unconnected molecules or ions with the total composition C4H12N4 in a non-equilibrium geometry.

For the HOMO-LUMO gap (alpha / beta), the calculation gives 8.6686 / 4.1861 eV. Its HOMO energy (alpha / beta) is -12.332 / -12.331 eV. Its LUMO energy (alpha / beta) is -3.664 / -8.145 eV.

Geometry as ORCA input:
```
! RIJCOSX wB97M-V def2-TZVPD def2/J DEFGRID3
* xyz 1 2
C -1.056 1.114 -1.632
C 0.175 1.510 -1.332
N 1.194 0.714 -0.737
N -1.955 2.006 -2.243
H -1.398 0.085 -1.504
H 0.448 2.549 -1.508
H 1.385 0.967 0.233
H 2.059 0.701 -1.265
H -2.816 2.282 -1.809
H -2.127 1.774 -3.210
C -0.557 -2.250 0.964
N 0.668 -1.467 0.955
C 1.138 -0.946 2.121
N 1.703 0.201 2.063
H -0.712 -2.663 -0.032
H -0.495 -3.076 1.672
H -1.451 -1.661 1.189
H 0.778 -0.846 0.125
H 1.031 -1.588 2.993
H 1.988 0.592 2.959
*
```